Record 1
# C17H35As2ClN2O3S4Si3W

A molecular structure, C17H35As2ClN2O3S4Si3W (ωB97M-V with the def2-TZVPD basis set, the OMol25 dataset).

Last column: Mulliken spin population.
Element x y z (Å)
W -0.318 -0.027 2.339  1.90
S -1.920 -3.465 5.490  0.06
As -1.184 -2.050 4.206  0.06
S -0.351 -2.541 2.218  -0.03
S 0.519 -0.713 4.590  -0.04
S -2.464 -0.417 3.395  0.03
N 3.828 3.876 1.125  0.00
C 4.428 2.750 0.647  0.00
O 5.382 2.777 -0.100  0.00
C 3.821 1.448 1.079  -0.01
C 4.622 0.313 1.117  0.01
C 4.061 -0.884 1.516  -0.01
C 2.714 -0.925 1.836  0.02
N 1.927 0.155 1.745  0.00
C 2.481 1.316 1.393  0.00
H 4.275 4.750 0.902  0.00
H 3.255 3.841 1.949  0.00
H 5.665 0.398 0.839  0.00
H 4.649 -1.788 1.587  0.00
H 2.228 -1.833 2.170  0.00
H 1.814 2.164 1.327  0.01
C 0.105 2.728 -1.275  0.00
Si 0.187 0.949 -1.855  0.00
C 1.982 0.441 -2.055  0.00
C -0.660 0.932 -3.522  0.00
As -0.785 -0.606 -0.331  0.01
Si -0.137 -2.701 -1.271  0.01
C 1.612 -3.082 -0.734  0.00
C -1.328 -4.063 -0.818  0.00
C -0.156 -2.588 -3.143  0.00
Si -3.161 -0.537 -0.531  0.00
C -3.850 -1.972 0.435  0.00
C -3.685 -0.712 -2.322  0.00
C -3.731 1.119 0.108  0.01
H 0.501 3.350 -2.082  0.00
H 0.691 2.926 -0.380  0.00
H -0.926 3.030 -1.082  0.00
H 2.545 1.243 -2.541  0.00
H 2.069 -0.449 -2.679  0.00
H 2.468 0.225 -1.102  0.00
H -0.095 1.580 -4.197  0.00
H -1.672 1.333 -3.451  0.00
H -0.718 -0.057 -3.972  0.00
H 1.655 -3.373 0.315  0.00
H 2.279 -2.232 -0.890  0.00
H 1.987 -3.916 -1.335  0.00
H -1.602 -4.062 0.234  0.00
H -0.845 -5.017 -1.048  0.00
H -2.235 -3.997 -1.423  0.00
H 0.608 -1.926 -3.549  0.00
H -1.125 -2.275 -3.534  0.00
H 0.040 -3.594 -3.526  0.00
H -3.931 -2.857 -0.197  0.00
H -4.852 -1.714 0.788  0.00
H -3.246 -2.210 1.309  0.00
H -3.180 -1.538 -2.827  0.00
H -3.519 0.195 -2.903  0.00
H -4.758 -0.927 -2.341  0.00
H -3.553 1.223 1.178  0.00
H -4.806 1.210 -0.073  0.00
H -3.228 1.941 -0.405  0.00
Cl -2.617 3.899 3.259  0.00
C -1.010 3.918 2.554  0.01
C -0.568 2.496 2.393  0.02
O 0.089 1.895 3.282  -0.03
O -0.940 1.815 1.388  -0.03
H -0.312 4.426 3.213  0.00
H -1.020 4.385 1.572  0.00

**Electronic energy**: -230326.6515 eV
**<S²>**: 2.0213
**Multiplicity**: 3
**Frontier orbital gap (alpha / beta)**: 7.02 / 6.99 eV
**HOMO (alpha / beta)**: -7.5 / -7.8 eV
**Net charge**: 0
**Relative energy (zero: lowest compared OMol25 entry of this formula, charge and spin)**: 0.0 kcal per mole
**E_LUMO (alpha / beta)**: -0.0160 / -0.0285 hartree

Record 2
# C3H3Cl

C3H3Cl in the gas phase (ωB97M-V with the def2-TZVPD basis set, the OMol25 dataset).

Last column: Löwdin charge in e.
Element x y z (Å)
Cl -2.815 -0.077 0.087  0.24
C -0.812 -0.056 -0.439  -0.44
C 0.216 -0.596 0.448  -0.01
C 0.220 0.687 0.301  -0.02
H -0.719 -0.047 -1.454  0.04
H 0.625 -1.454 0.698  0.06
H 0.494 1.704 0.675  0.13

**Electronic energy**: -15678.6672 eV
**Frontier orbital gap**: 11.20 eV
**HOMO**: -10.2 eV
**Net charge**: 0
**Relative energy (zero: lowest compared OMol25 entry of this formula, charge and spin)**: 26.9 kcal per mole
**E_LUMO**: 0.0366 hartree
**Structure (SMILES)**: ClC1C=C1

Record 3
# C23H14Cl60F4NO7PS

A molecular structure, C23H14Cl60F4NO7PS (ωB97M-V with the def2-TZVPD basis set, the OMol25 dataset).

Last column: Löwdin charge in e.
Element x y z (Å)
N 4.617 -0.396 2.812  -0.13
P 4.369 -0.561 1.294  0.49
O 4.532 0.841 0.602  -0.13
O 5.490 -1.547 0.717  -0.21
C 2.684 -1.295 1.069  -0.31
O 1.740 -0.252 0.787  -0.21
S 0.304 -0.770 1.245  0.62
O 0.284 -0.936 2.651  -0.26
O -0.687 0.125 0.796  -0.23
C 0.045 -2.349 0.390  -0.22
C -1.038 -3.117 1.138  -0.14
C -2.459 -2.768 0.735  -0.19
O -3.101 -1.978 1.716  -0.18
C -4.390 -1.630 1.317  -0.09
C -4.602 -0.113 1.277  -0.65
F -5.709 0.235 1.912  0.16
F -4.696 0.322 0.028  0.14
F -3.611 0.537 1.859  0.13
C 1.342 -3.195 0.249  -0.34
O 1.502 -3.929 1.440  0.01
C 2.552 -2.309 -0.039  -0.28
F 2.253 -1.623 -1.189  -0.02
H 3.805 -0.676 3.345  -0.02
H 4.899 0.799 -0.294  0.10
H 5.482 -2.264 1.364  0.06
H 2.456 -1.785 2.004  0.12
H -0.297 -2.164 -0.615  0.12
H -0.896 -3.033 2.202  0.09
H -0.919 -4.162 0.907  0.07
H -2.460 -2.229 -0.207  0.12
H -3.023 -3.678 0.550  0.13
H -4.601 -1.990 0.319  0.13
H -5.135 -2.038 1.990  0.14
H 1.251 -3.908 -0.569  0.06
H 1.890 -4.789 1.260  0.11
H 3.452 -2.872 -0.239  0.15
C -2.466 0.868 -3.796  -2.02
Cl -2.097 -0.781 -3.251  0.51
Cl -1.472 1.246 -5.205  0.54
Cl -4.191 0.991 -4.217  0.46
Cl -2.163 2.003 -2.498  0.53
C 2.777 4.439 0.675  -2.03
Cl 1.837 2.961 0.543  0.57
Cl 3.064 4.812 2.373  0.52
Cl 4.332 4.235 -0.150  0.52
Cl 1.869 5.751 -0.083  0.50
C 1.751 6.527 -4.377  -2.05
Cl 0.852 7.600 -3.298  0.51
Cl 2.833 7.485 -5.388  0.51
Cl 2.696 5.392 -3.414  0.51
Cl 0.617 5.636 -5.397  0.53
C -2.249 -2.004 5.490  -2.03
Cl -2.441 -0.733 4.296  0.63
Cl -0.664 -1.864 6.259  0.53
Cl -3.512 -1.868 6.721  0.52
Cl -2.376 -3.590 4.707  0.54
C -3.536 5.513 -0.608  -2.04
Cl -3.136 3.885 -0.043  0.49
Cl -2.466 5.937 -1.949  0.52
Cl -5.213 5.540 -1.158  0.54
Cl -3.335 6.673 0.692  0.52
C 2.229 -3.069 -4.654  -2.04
Cl 1.326 -3.566 -3.206  0.55
Cl 3.471 -4.277 -4.999  0.53
Cl 1.141 -2.945 -6.027  0.54
Cl 2.989 -1.504 -4.367  0.55
C -5.171 -2.743 -7.199  -2.06
Cl -4.260 -2.315 -5.754  0.51
Cl -6.813 -3.142 -6.737  0.50
Cl -5.193 -1.373 -8.312  0.53
Cl -4.424 -4.135 -7.989  0.52
C -0.782 5.579 3.874  -2.03
Cl -1.691 4.748 2.615  0.49
Cl 0.297 4.422 4.659  0.50
Cl 0.170 6.875 3.150  0.52
Cl -1.897 6.259 5.063  0.50
C -3.597 5.882 8.890  -2.06
Cl -3.698 7.175 7.691  0.50
Cl -2.061 6.002 9.752  0.52
Cl -4.931 6.039 10.037  0.52
Cl -3.695 4.320 8.077  0.52
C -0.626 -7.376 -1.993  -2.03
Cl -0.212 -6.074 -0.851  0.57
Cl 0.449 -7.303 -3.391  0.53
Cl -0.437 -8.935 -1.194  0.50
Cl -2.296 -7.173 -2.517  0.55
C 9.276 -1.995 0.955  -2.05
Cl 8.060 -3.119 0.330  0.54
Cl 9.604 -2.372 2.647  0.53
Cl 10.761 -2.164 0.013  0.53
Cl 8.681 -0.341 0.826  0.54
C -8.672 0.184 -4.988  -2.02
Cl -9.792 0.727 -3.733  0.53
Cl -9.044 0.987 -6.516  0.53
Cl -7.013 0.606 -4.499  0.47
Cl -8.846 -1.564 -5.201  0.49
C 0.759 -12.844 -1.801  -2.05
Cl 1.945 -13.890 -1.020  0.53
Cl -0.310 -13.814 -2.813  0.53
Cl -0.197 -12.015 -0.564  0.49
Cl 1.592 -11.648 -2.798  0.52
C 5.048 10.628 -4.245  -2.07
Cl 3.483 11.380 -4.565  0.52
Cl 5.617 9.813 -5.708  0.51
Cl 6.214 11.867 -3.774  0.53
Cl 4.880 9.450 -2.941  0.51
C 3.550 2.819 6.817  -2.06
Cl 2.571 1.999 5.603  0.51
Cl 4.665 1.666 7.555  0.53
Cl 4.469 4.118 6.049  0.52
Cl 2.496 3.500 8.061  0.52

**Electronic energy**: -822235.1775 eV
**Frontier orbital gap**: 9.02 eV
**HOMO**: -9.4 eV
**Net charge**: 0
**E_LUMO**: -0.0133 hartree

Record 4
# C5H10N2O4

2 unconnected molecules or ions with the total composition C5H10N2O4 (ωB97M-V with the def2-TZVPD basis set, the OMol25 dataset).

Last column: Löwdin charge in e.
Element x y z (Å)
C -2.464 0.548 0.661  -0.21
C -1.347 0.133 -0.183  -0.46
C 1.124 0.215 -0.350  -0.25
C 1.469 -1.212 0.118  -0.36
C 2.102 1.334 0.120  -0.22
H -3.962 0.049 -0.763  0.10
H -3.893 -0.930 0.626  0.08
H -2.364 1.727 0.761  0.15
H -2.391 0.258 1.806  0.17
H -0.035 1.178 1.009  0.15
H 1.168 0.272 -1.453  0.17
H 3.132 0.956 -0.149  0.14
H 2.136 1.428 1.232  0.13
H 0.331 2.325 -0.840  0.31
H 0.203 -2.015 -1.013  0.08
N -3.835 0.060 0.299  -0.02
N -0.131 0.589 0.193  0.04
O -1.388 -0.794 -1.027  0.04
O 2.366 -1.500 0.997  0.04
O 1.643 2.626 -0.408  -0.19
O 0.896 -2.319 -0.418  0.12

**Electronic energy**: -16514.3997 eV
**Frontier orbital gap**: 9.99 eV
**HOMO**: -10.3 eV
**Net charge**: 0
**Relative energy (zero: lowest compared OMol25 entry of this formula, charge and spin)**: 85.7 kcal per mole
**E_LUMO**: -0.0121 hartree

Please write out number 2 again, unchanged.
# C3H3Cl

C3H3Cl in the gas phase (ωB97M-V with the def2-TZVPD basis set, the OMol25 dataset).

Last column: Löwdin charge in e.
Element x y z (Å)
Cl -2.815 -0.077 0.087  0.24
C -0.812 -0.056 -0.439  -0.44
C 0.216 -0.596 0.448  -0.01
C 0.220 0.687 0.301  -0.02
H -0.719 -0.047 -1.454  0.04
H 0.625 -1.454 0.698  0.06
H 0.494 1.704 0.675  0.13

**Electronic energy**: -15678.6672 eV
**Frontier orbital gap**: 11.20 eV
**HOMO**: -10.2 eV
**Net charge**: 0
**Relative energy (zero: lowest compared OMol25 entry of this formula, charge and spin)**: 26.9 kcal per mole
**E_LUMO**: 0.0366 hartree
**Structure (SMILES)**: ClC1C=C1